[1]
Formula: C50H129N7O14
Source: the Open Molecules 2025 dataset
Level of theory: ωB97M-V/def2-TZVPD

Cartesian coordinates (Å):
C: 3.779 -5.518 4.088
C: 3.031 -6.727 3.561
C: 3.041 -7.855 4.583
C: 2.097 -7.546 5.747
C: 0.700 -7.304 5.273
C: 0.610 -6.194 4.222
N: 1.658 -6.438 3.226
O: 1.534 -5.573 2.078
C: -0.741 -6.289 3.547
C: 0.803 -4.825 4.896
C: 3.743 -7.255 2.327
H: 3.631 -4.642 3.457
H: 4.832 -5.726 4.299
H: 3.442 -5.207 5.084
H: 2.600 -8.732 4.097
H: 4.051 -8.036 4.942
H: 2.503 -6.684 6.293
H: 2.186 -8.341 6.495
H: 0.125 -6.911 6.121
H: 0.160 -8.182 4.915
H: -1.503 -6.300 4.325
H: -0.945 -5.413 2.929
H: -0.707 -7.158 2.890
H: 1.557 -4.171 4.455
H: -0.109 -4.220 4.928
H: 1.152 -4.897 5.934
H: 4.686 -7.744 2.569
H: 3.952 -6.460 1.605
H: 3.125 -7.988 1.800
H: 1.211 -6.150 1.375
C: -5.074 0.865 -2.741
C: -6.358 1.690 -2.906
C: -6.531 1.968 -4.411
C: -7.239 0.876 -5.198
C: -8.470 0.334 -4.506
C: -8.275 -0.018 -3.036
N: -7.538 1.032 -2.357
O: -7.358 0.771 -0.959
C: -9.622 -0.166 -2.359
C: -7.561 -1.370 -2.922
C: -6.180 3.029 -2.202
H: -4.191 1.410 -3.097
H: -5.101 -0.067 -3.308
H: -4.862 0.622 -1.693
H: -6.931 2.969 -4.584
H: -5.527 1.974 -4.841
H: -6.557 0.016 -5.315
H: -7.350 1.227 -6.224
H: -8.897 -0.556 -4.975
H: -9.226 1.126 -4.615
H: -9.477 -0.528 -1.334
H: -10.186 0.766 -2.290
H: -10.252 -0.935 -2.812
H: -6.715 -1.466 -3.611
H: -7.237 -1.628 -1.921
H: -8.222 -2.188 -3.244
H: -5.847 2.959 -1.165
H: -7.100 3.626 -2.240
H: -5.462 3.685 -2.711
H: -7.927 1.399 -0.496
C: 5.106 5.552 -0.991
C: 4.127 6.069 0.038
C: 3.324 7.212 -0.566
C: 2.012 7.534 0.132
C: 1.182 6.297 0.291
C: 1.929 5.170 0.999
N: 3.220 4.982 0.354
O: 3.931 3.829 0.859
C: 2.050 5.427 2.495
C: 1.142 3.892 0.771
C: 4.898 6.545 1.281
H: 5.807 4.834 -0.558
H: 5.786 6.345 -1.325
H: 4.543 5.152 -1.833
H: 3.913 8.132 -0.605
H: 3.081 6.974 -1.610
H: 1.519 8.295 -0.478
H: 2.219 8.015 1.092
H: 0.851 5.928 -0.691
H: 0.218 6.435 0.797
H: 2.345 6.466 2.688
H: 1.087 5.267 2.984
H: 2.830 4.847 2.982
H: 1.206 3.441 -0.216
H: 1.477 3.126 1.481
H: 0.089 4.048 1.025
H: 5.378 5.716 1.802
H: 4.314 7.215 1.909
H: 5.764 7.145 0.956
H: 3.767 3.140 0.201
C: 2.777 1.923 -1.868
C: 3.438 0.970 -2.840
C: 4.910 1.236 -3.040
O: 5.136 2.586 -3.197
C: 6.523 2.895 -3.195
N: 3.239 -0.415 -2.352
H: 1.707 1.695 -1.866
H: 2.913 2.956 -2.195
H: 3.177 1.869 -0.854
H: 2.958 1.149 -3.811
H: 5.283 0.687 -3.929
H: 5.502 0.749 -2.244
H: 6.932 2.724 -2.189
H: 6.658 3.934 -3.469
H: 7.037 2.227 -3.900
H: 3.459 -1.072 -3.105
H: 2.230 -0.549 -2.209
C: -0.722 -0.089 -3.678
C: -1.466 -1.191 -2.958
C: -1.595 -2.414 -3.796
O: -2.217 -2.179 -5.042
C: -3.577 -1.933 -4.921
N: -0.691 -1.522 -1.704
H: -1.295 0.163 -4.576
H: 0.200 -0.525 -4.077
H: -0.493 0.749 -3.033
H: -2.463 -0.871 -2.619
H: -2.197 -3.184 -3.292
H: -0.619 -2.847 -4.020
H: -3.935 -1.520 -5.860
H: -3.748 -1.126 -4.192
H: -4.113 -2.825 -4.587
H: -0.711 -0.750 -1.025
H: -1.250 -2.259 -1.248
C: -0.078 -1.937 2.452
C: 0.886 -1.144 1.586
C: 0.469 0.298 1.375
O: -0.757 0.312 0.677
C: -1.377 1.603 0.649
N: 2.233 -1.158 2.244
H: 0.224 -2.986 2.415
H: -1.084 -1.900 2.028
H: -0.102 -1.464 3.434
H: 1.020 -1.640 0.614
H: 1.257 0.719 0.733
H: 0.417 0.843 2.324
H: -0.750 2.255 0.041
H: -1.507 1.972 1.664
H: -2.277 1.385 0.075
H: 2.958 -0.858 1.583
H: 2.373 -2.064 2.669
C: -2.900 3.151 -5.234
C: -1.648 3.734 -4.629
C: -1.755 3.837 -3.098
O: -2.877 4.591 -2.731
C: -2.968 4.777 -1.338
N: -0.488 2.883 -4.970
H: -2.917 3.427 -6.291
H: -3.735 3.722 -4.810
H: -3.066 2.086 -5.115
H: -1.483 4.731 -5.041
H: -0.822 4.306 -2.756
H: -1.836 2.811 -2.703
H: -3.449 3.881 -0.895
H: -3.641 5.601 -1.104
H: -2.019 4.889 -0.805
H: 0.424 3.270 -4.750
H: -0.550 1.992 -4.479
C: 5.048 -2.426 4.845
O: 5.766 -2.007 6.010
H: 4.728 -1.679 4.091
H: 5.652 -3.082 4.191
H: 4.122 -2.914 5.144
H: 6.444 -1.380 5.735
C: 1.983 3.494 5.529
O: 0.944 2.878 4.788
H: 1.905 3.223 6.590
H: 2.974 3.189 5.179
H: 1.885 4.572 5.431
H: 1.173 1.922 4.790
C: -4.047 -1.533 1.327
O: -3.567 -2.664 2.036
H: -4.802 -1.816 0.596
H: -4.493 -0.790 1.991
H: -3.208 -1.062 0.814
H: -4.060 -2.765 2.852
C: 5.649 -0.743 0.156
O: 4.338 -0.255 0.271
H: 5.694 -1.655 -0.449
H: 6.307 -0.022 -0.362
H: 6.100 -0.866 1.137
H: 3.888 -0.344 -0.618
C: -1.654 -4.799 0.074
O: -2.282 -3.599 -0.404
H: -1.522 -5.467 -0.778
H: -0.696 -4.506 0.506
H: -2.305 -5.322 0.776
H: -2.905 -3.326 0.284
C: 2.168 -3.790 -1.065
O: 1.217 -3.672 -2.116
H: 1.696 -3.651 -0.091
H: 2.643 -4.758 -1.181
H: 2.940 -3.018 -1.198
H: 0.696 -2.828 -2.064
C: 1.655 -0.780 5.691
O: 1.977 0.251 4.760
H: 0.625 -0.612 6.026
H: 1.689 -1.757 5.197
H: 2.348 -0.726 6.528
H: 2.079 -0.042 3.817

Computed properties:
2S+1 = 1

Löwdin atomic charge list, values in e, 4 entries: -0.05, -0.55, -0.13, -0.19

***

[2]
Formula: C50H131N9O16
Source: the Open Molecules 2025 dataset
Level of theory: ωB97M-V/def2-TZVPD

Cartesian coordinates (Å):
C: 5.441 -0.890 -2.098
O: 4.967 -0.432 -0.847
C: 5.851 0.475 -0.232
C: 7.036 -0.189 0.477
C: 6.529 -1.184 1.524
N: 7.991 0.713 1.119
H: 4.737 -1.605 -2.517
H: 6.464 -1.268 -2.085
H: 5.415 -0.048 -2.803
H: 6.203 1.272 -0.900
H: 5.259 0.998 0.522
H: 7.602 -0.842 -0.204
H: 5.874 -1.949 1.095
H: 6.006 -0.648 2.316
H: 7.354 -1.806 1.882
H: 8.866 0.241 1.295
H: 8.202 1.515 0.536
C: -2.277 0.423 0.274
O: -0.989 0.272 -0.309
C: 0.062 0.137 0.620
C: 1.321 -0.220 -0.146
C: 1.477 -1.730 -0.399
N: 2.531 0.247 0.518
H: -2.387 -0.001 1.273
H: -2.949 -0.017 -0.461
H: -2.493 1.495 0.347
H: 0.154 1.073 1.194
H: -0.120 -0.620 1.399
H: 1.224 0.244 -1.136
H: 1.174 -2.384 0.421
H: 2.504 -1.969 -0.680
H: 0.828 -2.016 -1.230
H: 3.377 -0.199 0.152
H: 2.693 1.188 0.165
C: -4.274 -3.721 -5.284
O: -4.365 -2.431 -4.733
C: -5.717 -2.055 -4.521
C: -5.707 -0.632 -3.978
C: -4.842 -0.463 -2.729
N: -7.097 -0.263 -3.664
H: -3.231 -4.045 -5.288
H: -4.560 -3.721 -6.342
H: -4.818 -4.496 -4.735
H: -6.257 -2.113 -5.473
H: -6.232 -2.702 -3.803
H: -5.349 0.077 -4.732
H: -5.242 -1.069 -1.914
H: -4.736 0.592 -2.480
H: -3.839 -0.849 -2.923
H: -7.704 -0.334 -4.477
H: -7.224 0.708 -3.400
C: -1.272 6.429 5.915
O: -1.863 5.141 5.804
C: -1.477 4.533 4.591
C: -2.237 3.220 4.403
C: -1.808 2.441 3.176
N: -3.700 3.357 4.379
H: -0.192 6.311 6.057
H: -1.647 6.894 6.823
H: -1.454 7.005 5.006
H: -1.621 5.220 3.740
H: -0.387 4.393 4.521
H: -1.985 2.615 5.281
H: -2.359 1.512 3.072
H: -0.746 2.175 3.279
H: -1.779 3.070 2.281
H: -3.983 4.061 3.687
H: -3.862 3.861 5.255
C: 6.059 5.368 -3.307
O: 5.998 3.996 -3.635
C: 5.123 3.770 -4.711
C: 5.189 2.308 -5.150
N: 4.243 2.011 -6.233
C: 2.847 2.266 -5.899
C: 2.322 1.448 -4.711
O: 2.705 0.095 -4.799
C: 2.399 -0.631 -3.657
H: 5.137 5.696 -2.814
H: 6.297 5.945 -4.203
H: 6.838 5.545 -2.565
H: 5.342 4.428 -5.559
H: 4.085 4.003 -4.441
H: 5.018 1.659 -4.280
H: 6.195 2.043 -5.480
H: 4.379 1.065 -6.555
H: 2.343 1.934 -6.809
H: 2.658 3.319 -5.712
H: 1.233 1.503 -4.608
H: 2.724 1.887 -3.787
H: 1.333 -0.659 -3.396
H: 2.923 -0.231 -2.777
H: 2.719 -1.671 -3.737
C: -2.672 -7.213 1.071
O: -3.757 -6.354 1.348
C: -4.883 -6.495 0.505
C: -4.626 -5.739 -0.795
N: -4.248 -4.365 -0.481
C: -3.538 -3.683 -1.583
C: -2.497 -4.571 -2.274
O: -1.584 -5.134 -1.347
C: -0.508 -4.341 -0.950
H: -1.867 -6.993 1.766
H: -2.334 -7.133 0.033
H: -2.950 -8.270 1.171
H: -5.669 -5.992 1.071
H: -5.181 -7.518 0.256
H: -5.578 -5.763 -1.338
H: -3.927 -6.295 -1.422
H: -3.546 -4.470 0.249
H: -2.974 -2.814 -1.246
H: -4.268 -3.475 -2.369
H: -1.987 -4.032 -3.083
H: -2.930 -5.429 -2.787
H: 0.208 -4.164 -1.760
H: 0.017 -4.835 -0.129
H: -0.795 -3.377 -0.509
C: 4.056 3.931 -0.843
O: 3.530 3.204 0.247
C: 3.409 4.011 1.381
C: 2.771 3.247 2.563
N: 3.317 1.923 2.824
C: 2.745 1.332 3.996
C: 3.520 0.071 4.364
O: 3.049 -0.492 5.573
C: 3.809 -1.580 6.011
H: 4.101 3.346 -1.765
H: 5.080 4.278 -0.686
H: 3.402 4.769 -1.103
H: 2.845 4.943 1.232
H: 4.368 4.443 1.702
H: 1.680 3.231 2.399
H: 2.929 3.845 3.465
H: 3.104 1.305 2.022
H: 1.682 1.058 3.911
H: 2.868 1.969 4.878
H: 4.582 0.313 4.502
H: 3.488 -0.687 3.569
H: 3.807 -2.430 5.322
H: 3.409 -1.908 6.971
H: 4.841 -1.278 6.228
C: -2.227 -4.064 3.339
O: -0.849 -3.830 3.389
C: -0.602 -2.425 3.396
C: 0.891 -2.185 3.341
N: 1.514 -2.841 2.208
C: 2.966 -2.884 2.251
C: 3.516 -3.015 0.846
O: 3.179 -4.235 0.174
C: 4.087 -5.269 0.485
H: -2.677 -3.909 2.351
H: -2.802 -3.502 4.086
H: -2.434 -5.109 3.585
H: -0.962 -1.939 4.307
H: -1.076 -2.000 2.504
H: 1.322 -2.446 4.317
H: 1.021 -1.109 3.180
H: 1.222 -3.809 2.132
H: 3.350 -3.684 2.897
H: 3.412 -1.935 2.569
H: 4.598 -2.848 0.911
H: 3.054 -2.277 0.189
H: 3.926 -5.675 1.489
H: 5.128 -4.977 0.333
H: 3.922 -6.147 -0.145
C: -4.907 -1.563 1.316
O: -5.348 -0.351 1.886
C: -6.150 0.383 0.983
C: -6.635 1.670 1.610
N: -5.645 2.753 1.642
C: -6.311 4.041 1.871
C: -5.391 5.233 1.685
O: -4.836 5.582 2.953
C: -4.063 6.779 2.902
H: -4.333 -2.123 2.059
H: -4.243 -1.497 0.453
H: -5.777 -2.196 1.121
H: -7.079 -0.156 0.756
H: -5.570 0.601 0.080
H: -6.934 1.406 2.635
H: -7.499 1.984 1.023
H: -4.983 2.527 2.378
H: -6.753 4.074 2.875
H: -7.138 4.125 1.165
H: -5.893 6.127 1.296
H: -4.573 4.996 0.994
H: -4.665 7.553 2.424
H: -3.174 6.609 2.284
H: -3.753 6.960 3.927
C: -3.511 3.523 -2.295
C: -3.637 4.907 -2.912
O: -4.333 5.850 -2.088
H: -3.233 3.628 -1.245
H: -2.756 2.965 -2.846
H: -4.461 2.998 -2.390
H: -4.237 4.809 -3.823
H: -2.631 5.272 -3.147
H: -4.562 6.551 -2.704
C: 4.509 -3.059 -2.975
C: 3.034 -3.417 -3.243
O: 2.651 -4.563 -2.500
H: 5.101 -3.956 -3.136
H: 4.663 -2.674 -1.963
H: 4.793 -2.210 -3.603
H: 2.921 -3.638 -4.302
H: 2.411 -2.570 -2.933
H: 2.685 -4.304 -1.558

Computed properties:
SMILES string = COC[C@H](C)N.COC[C@H](C)N.COC[C@H](C)N.COC[C@H](C)N.COCCNCCOC.COCCNCCOC.COCCNCCOC.COCCNCCOC.COCCNCCOC.CCO.CCO
2S+1 = 1

Löwdin atomic charge list, values in e, 4 entries: -0.13, -0.20, -0.19, -0.43

***

Kohn-Sham gap values (in Eh) by entry order: 0.3080 0.3231.
Energy relative to the best compared isomer or geometry (same formula, charge and spin) values (in kcal per mole) by entry order: 0.00 0.00.